# 1
Entry from OMol25: C22H33N3O3S in the gas phase in a non-equilibrium geometry (ωB97M-V/def2-TZVPD).

Summary:
Gap between HOMO and LUMO   0.3164 Eh
Net charge   0
Molecular weight   419.6 g/mol
Energy above the lowest of the compared OMol25 structures with the same formula, charge and spin   19.3 kcal/mol
F_max   1.11 eV/A

Each line ends with the Mulliken charge.
Geometry (Å):
C1 -1.193 -2.648 2.339  -1.589
C2 -1.928 -1.608 1.487  -0.329
N1 -0.961 -0.821 0.749  0.564
C3 -0.360 0.270 1.270  -0.206
O1 -0.685 0.764 2.335  -0.718
C4 0.781 0.757 0.430  1.051
C5 1.773 -0.196 0.231  -0.172
C6 2.938 0.095 -0.444  -0.718
S1 4.165 -1.165 -0.680  1.445
O2 3.632 -2.425 -0.230  -0.707
O3 4.670 -1.095 -2.021  -0.752
N2 5.400 -0.628 0.349  -0.023
C7 6.687 -1.200 0.020  -0.974
C8 5.022 -0.782 1.734  -0.864
C9 3.153 1.376 -0.923  -1.074
C10 2.184 2.334 -0.750  -1.012
C11 0.957 2.064 -0.098  0.511
N3 0.015 3.034 -0.059  0.182
C12 -1.248 2.977 0.649  -0.163
C13 -1.827 4.382 0.513  -0.776
C14 -1.292 4.830 -0.841  -0.817
C15 0.122 4.256 -0.839  -0.797
C16 -2.971 -2.286 0.590  0.124
C17 -2.417 -3.133 -0.580  -1.357
C18 -3.250 -2.663 -1.779  -0.001
C19 -2.779 -1.261 -2.182  -1.122
C20 -3.326 -0.372 -1.047  0.174
C21 -4.002 -1.378 -0.111  -0.334
C22 -4.597 -2.360 -1.123  -0.981
H1 -1.894 -3.198 2.960  0.456
H2 -0.477 -2.147 2.987  0.427
H3 -0.658 -3.352 1.705  0.299
H4 -2.437 -0.903 2.156  0.288
H5 -0.559 -1.241 -0.075  0.170
H6 1.659 -1.196 0.623  0.684
H7 7.473 -0.610 0.493  0.324
H8 6.770 -2.244 0.346  0.331
H9 6.794 -1.154 -1.061  0.372
H10 4.073 -0.273 1.888  0.262
H11 5.782 -0.322 2.365  0.351
H12 4.908 -1.837 2.009  0.325
H13 4.078 1.597 -1.429  0.451
H14 2.380 3.329 -1.111  0.465
H15 -1.103 2.692 1.692  0.428
H16 -1.912 2.237 0.182  -0.119
H17 -2.913 4.385 0.566  0.422
H18 -1.437 5.025 1.302  0.297
H19 -1.297 5.911 -0.967  0.388
H20 -1.878 4.380 -1.643  0.312
H21 0.473 4.042 -1.852  0.491
H22 0.821 4.956 -0.363  0.342
H23 -3.538 -2.940 1.261  0.552
H24 -1.351 -2.987 -0.753  0.404
H25 -2.574 -4.196 -0.396  0.292
H26 -3.263 -3.373 -2.605  0.482
H27 -1.694 -1.206 -2.271  0.322
H28 -3.204 -0.976 -3.145  0.373
H29 -2.550 0.201 -0.548  -0.726
H30 -4.071 0.330 -1.426  0.657
H31 -4.701 -0.918 0.586  0.533
H32 -5.056 -3.233 -0.662  0.389
H33 -5.307 -1.894 -1.803  0.393



# 2
Entry from OMol25: 2 unconnected molecules or ions with the total composition C22H33N4 in a non-equilibrium geometry (ωB97M-V/def2-TZVPD).

Summary:
Gap between HOMO and LUMO   0.1919 Eh
Net charge   +1
Molecular weight   353.5 g/mol
Energy above the lowest of the compared OMol25 structures with the same formula, charge and spin   5.0 kcal/mol
F_max   1.60 eV/A

Each line ends with the Mulliken charge.
Geometry (Å):
C1 3.143 -0.935 1.499  -0.947
N1 1.752 -1.269 1.195  0.109
C2 1.542 -2.557 0.534  -1.175
C3 0.800 -0.391 1.454  0.220
C4 -0.611 -0.673 1.449  0.376
C5 -1.134 -1.971 1.705  -0.439
C6 -2.493 -2.217 1.591  -0.539
C7 -3.390 -1.195 1.275  0.953
C8 -4.846 -1.514 1.140  -1.379
C9 -2.899 0.108 1.104  -0.759
C10 -1.541 0.369 1.194  -0.770
H1 3.740 -1.834 1.343  0.451
H2 3.516 -0.130 0.851  0.303
H3 3.242 -0.601 2.539  0.358
H4 2.435 -2.760 -0.067  0.441
H5 1.443 -3.370 1.266  0.376
H6 0.657 -2.548 -0.109  0.477
H7 1.141 0.636 1.639  0.293
H8 -0.474 -2.783 1.998  0.432
H9 -2.877 -3.227 1.747  0.419
H10 -5.400 -0.643 0.781  0.365
H11 -5.002 -2.343 0.437  0.354
H12 -5.274 -1.824 2.101  0.322
H13 -3.611 0.909 0.900  0.338
H14 -1.153 1.380 1.057  0.424
C11 1.400 6.028 2.500  -1.043
N2 2.361 5.656 3.524  0.126
C12 2.080 6.107 4.868  -1.041
C13 3.253 4.630 3.367  0.590
N3 3.659 4.040 4.454  -0.532
C14 4.673 3.029 4.387  -0.268
C15 5.102 2.621 5.787  0.260
C16 4.374 1.652 6.480  -0.410
C17 4.730 1.312 7.788  -0.529
C18 5.821 1.942 8.401  -0.450
C19 6.556 2.908 7.699  -0.555
C20 6.195 3.242 6.391  -0.337
N4 3.640 4.370 2.060  0.350
C21 4.023 5.462 1.167  -1.224
C22 3.817 3.026 1.539  -1.450
H15 1.260 5.210 1.783  0.321
H16 0.445 6.235 2.994  0.367
H17 1.719 6.927 1.959  0.257
H18 2.769 5.571 5.521  0.329
H19 2.240 7.190 4.931  0.335
H20 1.042 5.889 5.143  0.342
H21 4.295 2.120 3.893  -0.139
H22 5.570 3.374 3.842  0.458
H23 3.529 1.176 5.983  0.330
H24 4.152 0.558 8.319  0.360
H25 6.097 1.682 9.421  0.370
H26 7.407 3.403 8.163  0.370
H27 6.750 3.989 5.821  0.361
H28 4.119 6.405 1.721  0.392
H29 4.997 5.222 0.719  0.412
H30 3.287 5.582 0.358  0.351
H31 3.006 2.369 1.886  0.498
H32 3.777 3.091 0.446  0.448
H33 4.788 2.607 1.835  0.351



# 3
Entry from OMol25: 2 unconnected molecules or ions with the total composition C22H33N5O2S in a non-equilibrium geometry (ωB97M-V/def2-TZVPD).

Summary:
Gap between HOMO and LUMO   0.2597 Eh
Net charge   0
Molecular weight   431.6 g/mol
Energy above the lowest of the compared OMol25 structures with the same formula, charge and spin   44.6 kcal/mol
F_max   1.93 eV/A

Each line ends with the Mulliken charge.
Geometry (Å):
C1 4.962 -1.455 2.532  -0.998
N1 3.705 -0.729 2.518  -0.023
C2 2.573 -1.533 2.253  0.262
O1 2.721 -2.734 2.003  -0.631
C3 1.269 -0.874 2.309  1.102
C4 0.147 -1.622 2.087  -0.862
C5 -1.224 -1.141 2.209  0.586
C6 -1.707 -0.108 1.380  -0.113
C7 -3.012 0.340 1.490  -0.489
C8 -3.867 -0.182 2.481  -0.208
N2 -5.165 0.329 2.650  0.190
C9 -6.221 -0.008 1.714  -0.990
C10 -5.406 1.570 3.368  -0.976
C11 -3.390 -1.221 3.314  -0.615
C12 -2.106 -1.712 3.156  -0.535
C13 1.254 0.546 2.681  0.192
O2 0.269 1.140 3.121  -0.636
N3 2.467 1.245 2.474  0.044
C14 2.453 2.704 2.608  -1.245
C15 3.724 0.659 2.453  0.437
S1 5.105 1.606 2.409  -0.339
H1 5.744 -0.713 2.688  0.355
H2 4.952 -2.182 3.348  0.300
H3 5.114 -1.979 1.584  0.316
H4 0.300 -2.691 1.964  0.295
H5 -1.038 0.339 0.640  0.325
H6 -3.378 1.132 0.835  0.391
H7 -5.958 -0.921 1.165  0.286
H8 -7.149 -0.175 2.278  0.330
H9 -6.397 0.811 0.998  0.317
H10 -4.551 1.819 4.008  0.294
H11 -5.594 2.405 2.673  0.322
H12 -6.302 1.446 3.992  0.326
H13 -4.053 -1.618 4.082  0.414
H14 -1.731 -2.530 3.777  0.464
H15 1.425 3.055 2.656  0.356
H16 3.006 2.992 3.510  0.398
H17 2.987 3.129 1.753  0.385
C16 -2.198 -4.565 0.298  -0.925
N4 -2.192 -4.248 -1.109  0.289
C17 -3.299 -4.804 -1.855  -1.045
C18 -0.891 -4.356 -1.745  -1.440
C19 -0.279 -2.965 -1.913  0.331
C20 1.007 -2.947 -2.747  -0.760
C21 1.698 -1.657 -2.285  -0.747
C22 1.059 -1.298 -0.930  0.276
N5 0.056 -2.321 -0.670  0.228
H18 -1.457 -3.945 0.821  0.140
H19 -3.193 -4.359 0.713  0.356
H20 -1.944 -5.625 0.491  0.344
H21 -3.326 -4.357 -2.860  0.332
H22 -3.233 -5.903 -1.975  0.361
H23 -4.236 -4.573 -1.334  0.287
H24 -0.205 -4.986 -1.147  0.371
H25 -1.000 -4.773 -2.760  0.462
H26 -1.058 -2.365 -2.441  0.241
H27 1.616 -3.829 -2.513  0.373
H28 0.772 -2.966 -3.815  0.378
H29 2.783 -1.761 -2.209  0.332
H30 1.477 -0.842 -2.979  0.280
H31 1.801 -1.294 -0.128  -0.392
H32 0.621 -0.283 -0.948  0.133
H33 -0.757 -1.982 -0.160  -0.231



# 4
Entry from OMol25: a molecular structure, C22H34AuBN6O4PSe (ωB97M-V/def2-TZVPD).

Summary:
Gap between HOMO and LUMO   0.2679 Eh
Net charge   +1
Molecular weight   764.3 g/mol
Energy above the lowest of the compared OMol25 structures with the same formula, charge and spin   0.0 kcal/mol
F_max   0.81 eV/A

Each line ends with the Mulliken charge.
Geometry (Å):
Au1 -0.833 0.348 -0.308  1.315
B1 -4.169 0.587 0.508  0.161
N1 -3.636 1.190 -0.850  0.018
C1 -4.367 2.002 -1.613  -0.267
C2 -3.540 2.663 -2.511  -0.914
C3 -2.275 2.184 -2.236  -0.487
N2 -2.350 1.284 -1.239  0.857
N3 -3.366 -0.686 0.889  -0.317
C4 -3.830 -1.814 1.436  -0.289
C5 -2.765 -2.546 1.942  -1.329
C6 -1.641 -1.775 1.670  -0.342
N4 -2.032 -0.652 1.057  -0.172
H1 -5.314 0.283 0.324  -0.123
H2 -4.008 1.420 1.363  -0.115
H3 -5.429 2.076 -1.450  0.453
H4 -3.820 3.383 -3.259  0.434
H5 -1.335 2.419 -2.705  0.461
H6 -4.889 -2.008 1.453  0.490
H7 -2.801 -3.493 2.450  0.489
H8 -0.597 -1.950 1.864  0.725
C7 -2.082 -2.375 -2.621  -1.005
N5 -0.765 -2.640 -2.060  0.332
C8 0.264 -1.785 -1.972  -0.545
Se1 0.297 0.033 -2.516  -0.231
N6 1.262 -2.378 -1.320  0.298
C9 0.880 -3.650 -0.928  0.524
C10 1.527 -4.635 -0.191  -0.877
C11 0.817 -5.796 0.032  -0.575
C12 -0.488 -5.974 -0.461  -0.678
C13 -1.129 -4.994 -1.190  -0.727
C14 -0.414 -3.822 -1.410  0.834
H9 -2.130 -1.336 -2.933  0.262
H10 -2.836 -2.560 -1.855  0.342
H11 -2.258 -3.022 -3.479  0.390
H12 2.084 -1.871 -1.019  0.191
H13 2.529 -4.495 0.189  0.465
H14 1.275 -6.593 0.601  0.420
H15 -1.001 -6.904 -0.262  0.426
H16 -2.134 -5.130 -1.565  0.481
C15 -0.453 3.750 1.462  -1.377
C16 0.497 2.752 2.099  1.424
C17 1.669 3.446 2.767  -1.903
C18 -0.240 1.837 3.065  -1.279
O1 1.007 1.978 0.939  0.260
P1 1.808 0.605 1.019  0.422
O2 2.514 0.373 2.278  -0.886
O3 0.709 -0.481 0.659  -0.484
O4 2.661 0.595 -0.311  0.135
C19 3.810 1.449 -0.654  1.648
C20 4.725 0.538 -1.453  -1.789
C21 3.263 2.580 -1.509  -1.313
C22 4.509 1.975 0.587  -1.447
H17 -0.864 4.410 2.226  0.422
H18 -1.287 3.235 0.977  0.104
H19 0.070 4.357 0.722  0.337
H20 1.307 4.047 3.602  0.516
H21 2.170 4.111 2.062  0.340
H22 2.378 2.713 3.149  0.380
H23 -0.628 2.436 3.889  0.537
H24 0.429 1.079 3.474  0.332
H25 -1.089 1.354 2.579  0.147
H26 4.199 0.141 -2.323  0.322
H27 5.071 -0.289 -0.833  0.387
H28 5.595 1.095 -1.803  0.472
H29 2.756 2.178 -2.388  0.252
H30 4.080 3.220 -1.845  0.488
H31 2.558 3.184 -0.937  0.119
H32 4.835 1.160 1.231  0.382
H33 3.854 2.630 1.162  0.161
H34 5.381 2.555 0.282  0.518



> Among the records above, which one has the lowest F_max?

C22H34AuBN6O4PSe